Entry 1:
The following is a DFT calculation (the ωB97M-V functional and the def2-TZVPD basis) of 7 unconnected molecules or ions with the total composition C12H36BF4O6 in a non-equilibrium geometry.

Geometry as XYZ:
```
59
C12H36BF4O6 the ωB97M-V functional and the def2-TZVPD basis
B -0.37 -0.25 -0.20
F -1.37 -1.29 -0.14
F -0.19 0.34 1.14
F 0.80 -0.81 -0.76
F -0.96 0.75 -1.09
C 0.41 -4.68 -0.70
C -0.87 -4.35 -1.37
O -1.77 -4.03 -0.36
H 0.13 -5.44 -0.20
H 0.79 -3.85 -0.02
H 1.20 -4.89 -1.32
H -1.29 -5.28 -1.94
H -0.70 -3.53 -2.01
H -1.90 -3.24 -0.15
C -2.39 4.53 1.50
C -1.71 3.30 0.96
O -2.10 3.05 -0.36
H -1.93 5.39 0.83
H -2.26 4.95 2.52
H -3.38 4.59 1.30
H -1.79 2.38 1.69
H -0.61 3.08 1.25
H -1.92 2.06 -0.72
C 2.15 3.52 -3.57
C 1.23 2.88 -2.59
O 1.19 1.42 -2.91
H 3.13 3.32 -3.14
H 2.04 4.70 -3.42
H 1.96 3.20 -4.72
H 0.39 3.52 -2.71
H 1.47 2.90 -1.57
H 0.67 1.11 -2.23
C 1.94 1.03 5.24
C 1.24 0.46 4.11
O 0.00 0.92 4.10
H 1.48 1.00 6.25
H 2.03 2.09 5.02
H 2.81 0.79 5.43
H 1.25 -0.66 3.92
H 1.82 0.85 3.35
H -0.22 0.69 3.20
C -4.60 -1.85 -3.57
C -3.51 -1.73 -2.64
O -3.39 -0.34 -2.24
H -5.38 -1.50 -2.95
H -4.70 -2.95 -3.77
H -4.45 -1.30 -4.52
H -2.52 -2.18 -3.03
H -3.72 -2.52 -1.81
H -2.81 -0.55 -1.61
C 4.41 -1.34 2.04
C 3.30 -0.99 1.05
O 2.43 -2.12 1.03
H 3.99 -1.56 2.94
H 5.06 -0.63 2.37
H 5.05 -2.14 1.57
H 3.66 -0.86 0.11
H 2.85 -0.05 1.27
H 1.95 -1.92 0.15
```

The calculation puts the HOMO-LUMO gap at 9.22 eV. For the relative energy (zero: lowest compared OMol25 entry of this formula, charge and spin), the calculation gives 686.88 kJ/mol. The multiplicity is 1. Its total charge is -1.

Entry 2:
The following is a DFT calculation (the ωB97M-V functional and the def2-TZVPD basis) of 2 unconnected molecules or ions with the total composition C6H6N3O3PS in a non-equilibrium geometry.

Geometry as XYZ:
```
20
C6H6N3O3PS the ωB97M-V functional and the def2-TZVPD basis
C 1.05 1.08 0.95
C 1.20 1.75 -0.27
C 1.61 -0.17 1.10
C 1.70 1.04 -1.33
C 2.07 -0.85 -0.03
C -1.12 -1.81 0.26
N 2.15 -0.18 -1.26
N -0.39 -2.78 0.23
N -1.71 -0.80 0.53
O -3.15 -0.18 -1.54
O -2.38 1.61 0.06
O -4.29 0.01 0.75
P -3.06 0.09 -0.11
S 2.75 -2.39 -0.11
H 0.47 1.38 1.85
H 0.80 2.67 -0.36
H 1.54 -0.73 2.13
H 1.77 1.60 -2.26
H -1.50 1.52 -0.44
H 0.51 -2.87 -0.15
```

The calculation puts the HOMO-LUMO gap at 6.51 eV. For the relative energy (zero: lowest compared OMol25 entry of this formula, charge and spin), the calculation gives 0.00 kJ/mol. The multiplicity is 1. Its total charge is -2.

Entry 3:
The following is a DFT calculation (the ωB97M-V functional and the def2-TZVPD basis) of 2 unconnected molecules or ions with the total composition C21H21ClN in a non-equilibrium geometry.

Geometry as XYZ:
```
44
C21H21ClN the ωB97M-V functional and the def2-TZVPD basis
C 0.37 -1.50 3.53
C 1.01 -1.17 2.24
C 0.86 -0.07 1.39
C 1.79 -0.22 0.31
C 2.47 -1.46 0.54
N 1.97 -1.99 1.71
C 3.46 -1.93 -0.30
C 3.79 -1.17 -1.42
C 3.16 0.07 -1.67
C 3.56 0.86 -2.87
C 2.16 0.54 -0.80
H -0.31 -0.69 3.82
H -0.20 -2.44 3.47
H 1.13 -1.62 4.32
H 0.20 0.77 1.54
H 2.30 -2.84 2.16
H 3.93 -2.89 -0.08
H 4.54 -1.52 -2.12
H 3.00 1.80 -2.92
H 4.63 1.11 -2.87
H 3.38 0.31 -3.80
H 1.68 1.51 -0.97
Cl -1.55 5.15 -2.68
C -1.81 3.67 -1.85
C -2.22 3.69 -0.51
C -2.39 2.49 0.18
C -2.14 1.24 -0.45
C -2.26 0.02 0.29
C -2.18 -1.33 -0.35
C -2.46 -2.35 0.81
C -2.75 -1.47 1.98
C -2.66 -0.13 1.63
C -1.78 1.26 -1.83
C -1.61 2.45 -2.51
H -2.40 4.65 -0.01
H -2.76 2.51 1.21
H -2.96 -1.42 -1.12
H -1.22 -1.54 -0.84
H -3.29 -3.01 0.54
H -1.56 -2.98 0.95
H -3.01 -1.86 2.96
H -2.87 0.71 2.29
H -1.67 0.31 -2.36
H -1.30 2.46 -3.56
```

The calculation puts the HOMO-LUMO gap at 4.75 eV. The multiplicity is 1. Its total charge is +1.

Entry 4:
The following is a DFT calculation (the ωB97M-V functional and the def2-TZVPD basis) of 2 unconnected molecules or ions with the total composition C10H17NO4 in a non-equilibrium geometry.

Geometry as XYZ:
```
32
C10H17NO4 the ωB97M-V functional and the def2-TZVPD basis
N -0.18 0.01 -3.98
O -1.10 0.35 -4.69
O 0.93 0.25 -4.42
C 3.73 -0.11 1.00
C 2.26 0.01 0.80
C 1.53 0.80 1.57
C 0.05 0.96 1.47
C -0.63 -0.13 0.62
C 0.20 -0.37 -0.65
C 1.65 -0.80 -0.33
O 2.47 -0.78 -1.50
C -2.11 0.25 0.26
C -2.79 -0.88 -0.54
C -2.93 0.46 1.56
O -2.11 1.38 -0.46
H 4.16 -0.84 0.31
H 4.22 0.85 0.83
H 3.96 -0.44 2.01
H 2.04 1.36 2.34
H -0.39 0.98 2.48
H -0.19 1.93 1.03
H -0.66 -1.07 1.20
H -0.26 -1.12 -1.30
H 0.22 0.56 -1.23
H 1.64 -1.85 -0.01
H 2.59 0.15 -1.80
H -2.72 -1.83 -0.01
H -3.84 -0.64 -0.70
H -2.33 -0.99 -1.52
H -2.89 -0.43 2.19
H -2.55 1.31 2.12
H -3.97 0.66 1.32
```

The calculation puts the HOMO-LUMO gap (alpha / beta) at 7.33 / 5.90 eV. For the relative energy (zero: lowest compared OMol25 entry of this formula, charge and spin), the calculation gives 510.03 kJ/mol. The multiplicity is 1.